Record 1
Here is 5 unconnected molecules or ions with the total composition C20H55N5O5 in a non-equilibrium geometry from OMol25. Energies are from wB97M-V/def2-TZVPD.

SMILES: COC[C@H](C)N.COC[C@H](C)N.COC[C@H](C)N.COC[C@H](C)N.COC[C@H](C)N
Energy above the lowest of the compared OMol25 structures with the same formula, charge and spin in eV: 4.516
F_max in eV/Å: 3.5
Calculated total energy in eV: -39313.0844

The geometry in XYZ format:
```
85
Properties=species:S:1:pos:R:3:forces:R:3:lowdin_charge:R:1
O 19.069 7.637 5.297 0.1 2.0 -0.6 -0.1703
O 21.451 0.427 11.360 -1.3 -0.4 0.8 -0.1756
O 25.860 3.789 5.681 -1.6 0.1 0.6 -0.1410
O 22.821 6.842 7.946 0.4 1.1 -0.4 -0.2171
O 22.009 11.090 11.113 0.3 -0.9 -1.0 -0.2253
N 25.858 1.497 2.811 -0.8 -0.9 0.3 -0.0067
N 21.677 0.908 7.846 0.0 0.5 -0.7 0.0526
N 22.619 9.193 6.433 0.2 -0.4 -0.4 0.0421
N 23.181 12.423 13.331 2.4 1.7 -0.6 0.0184
N 19.896 10.300 6.765 -0.6 -0.2 -0.3 0.0514
C 22.876 6.016 9.070 -1.8 -0.8 0.2 -0.1188
C 25.455 2.800 4.774 0.9 -1.8 -0.1 -0.2709
C 21.216 12.271 14.668 -1.8 0.0 -0.9 -0.0607
C 21.167 -0.630 12.309 0.8 0.3 -0.4 -0.0845
C 19.144 6.300 5.044 -0.8 -2.5 0.7 -0.1583
C 18.850 9.349 7.133 -0.7 0.0 -0.5 -0.3953
C 19.166 7.883 6.693 -0.3 0.2 0.4 -0.1799
C 21.157 0.155 9.985 0.5 -1.7 2.2 -0.2464
C 23.933 7.755 7.856 0.8 -2.0 -1.3 -0.1679
C 21.943 11.767 13.425 0.3 0.0 0.7 -0.4680
C 21.276 11.889 12.057 -1.4 -2.6 -0.9 -0.1858
C 25.361 3.828 2.476 2.5 0.8 1.5 -0.0510
C 21.527 1.305 9.196 0.6 3.4 0.5 -0.5118
C 21.313 10.743 9.855 0.7 1.2 1.4 -0.0627
C 20.511 2.448 9.451 1.1 0.3 0.0 -0.0322
C 24.929 3.667 6.764 -0.7 1.2 0.2 -0.1157
C 26.170 2.804 3.412 -2.1 -0.7 -1.5 -0.3519
C 25.083 9.457 6.343 0.4 0.2 0.3 -0.0555
C 23.878 8.506 6.504 2.1 0.5 0.8 -0.4164
C 17.510 9.776 6.495 -0.2 -0.4 -1.1 -0.0660
H 25.270 4.672 3.160 -0.6 0.6 -0.6 0.0651
H 21.830 12.422 15.556 0.2 -0.3 -0.4 0.0800
H 22.991 13.274 12.820 0.3 0.8 0.3 0.0727
H 24.876 1.633 2.614 -0.6 -0.8 0.3 0.0453
H 23.730 11.940 12.635 0.4 -0.4 0.0 0.0709
H 20.307 11.391 12.093 -0.6 0.4 0.2 0.1146
H 20.397 11.573 14.843 0.0 -0.2 0.5 0.0703
H 25.566 1.863 5.321 0.9 -0.7 -0.4 0.1174
H 17.191 10.818 6.499 0.5 0.1 0.7 0.0757
H 25.203 9.803 5.316 -0.3 0.0 0.0 0.0780
H 20.689 2.772 10.476 -0.7 -0.4 0.3 0.0800
H 25.079 10.324 7.003 -0.8 0.3 0.0 0.0733
H 19.994 5.811 5.520 0.4 0.1 0.0 0.0868
H 24.383 2.679 4.617 -0.6 1.2 -0.3 0.1198
H 18.740 9.430 8.215 0.1 -0.7 0.2 0.1171
H 20.680 3.389 8.929 0.4 -0.2 -0.7 0.0554
H 21.163 12.858 11.571 0.0 0.6 0.8 0.1298
H 20.172 7.578 6.980 0.2 0.1 0.4 0.1034
H 16.637 9.178 6.760 0.2 -0.1 0.7 0.0758
H 20.135 -0.101 9.704 -0.5 -0.3 0.7 0.1384
H 18.459 7.218 7.190 -0.2 -0.2 0.3 0.1189
H 21.809 -0.676 9.715 0.0 -0.5 -0.2 0.1239
H 21.201 11.652 9.265 -0.3 0.1 -0.1 0.0813
H 25.046 4.503 7.453 0.6 -0.3 0.1 0.0678
H 20.143 -1.002 12.332 -0.1 0.0 -0.6 0.0838
H 18.260 5.825 5.469 -0.3 -0.3 0.7 0.0820
H 23.990 8.319 8.787 0.2 0.5 -0.2 0.1317
H 19.489 2.151 9.217 -0.1 -0.2 0.4 0.0818
H 23.536 5.149 9.034 0.7 0.4 -0.3 0.0766
H 22.177 8.514 7.037 -1.8 0.6 0.1 0.0351
H 26.156 1.380 1.853 1.0 0.4 -0.1 0.0670
H 20.338 10.293 10.047 0.0 0.0 0.1 0.0759
H 24.768 7.069 7.710 0.8 0.3 0.7 0.1174
H 21.376 -0.325 13.335 0.0 0.8 -0.2 0.0801
H 22.942 6.530 10.028 0.4 0.3 0.0 0.0948
H 23.888 3.774 6.456 -0.2 0.3 -0.8 0.0831
H 17.567 9.554 5.429 0.3 0.0 -0.3 0.0677
H 24.834 2.712 7.280 1.1 -0.3 0.1 0.0887
H 26.061 9.076 6.638 -0.1 -0.9 -0.2 0.0739
H 23.969 7.787 5.691 -0.2 -0.3 0.1 0.1395
H 20.787 9.829 6.836 -0.1 0.1 -0.1 0.0020
H 20.659 13.187 14.473 0.3 0.5 -0.1 0.0710
H 21.929 10.071 9.257 0.2 -0.1 0.5 0.0596
H 22.287 10.771 13.701 -0.9 -0.7 -0.7 0.1420
H 21.890 5.553 9.042 -0.2 -0.1 0.4 0.0771
H 25.927 4.124 1.592 0.2 0.1 0.1 0.0657
H 22.744 10.071 6.915 -0.3 0.2 0.3 0.0731
H 27.256 2.785 3.506 -0.1 1.1 -0.1 0.1403
H 21.915 -0.062 7.993 -0.4 -0.4 -1.7 0.0661
H 24.401 3.472 2.103 0.0 -0.3 0.6 0.0724
H 22.520 1.626 9.509 0.0 0.3 0.5 0.1393
H 19.050 5.873 4.045 0.5 1.4 -0.7 0.0909
H 19.741 10.378 5.770 0.5 0.5 -0.4 0.0729
H 20.808 1.145 7.389 0.0 -1.0 -0.6 0.0778
H 21.894 -1.428 12.158 -0.2 -0.4 -0.3 0.0802
```
Positions in Å, forces in eV/Å.

---

Record 2
Here is 9 unconnected molecules or ions with the total composition C20H55O10 in a non-equilibrium geometry from OMol25. Energies are from wB97M-V/def2-TZVPD.

Energy above the lowest of the compared OMol25 structures with the same formula, charge and spin in eV: 0.000
Net charge: -1
F_max in eV/Å: 11.0
Calculated total energy in eV: -42103.1903

The geometry in XYZ format:
```
85
Properties=species:S:1:pos:R:3:forces:R:3:lowdin_charge:R:1
O 0.420 -2.349 1.566 -6.3 3.8 8.2 0.0072
O -2.557 3.205 2.212 -1.0 0.9 0.2 -0.1142
O 1.527 0.829 0.172 -0.6 -1.1 -0.6 -0.0653
O -0.509 0.018 0.599 0.5 -0.1 -1.0 -0.0522
O 4.092 -0.688 -0.167 -0.3 1.0 8.7 0.0126
O -3.646 -3.275 -1.205 -1.6 -0.3 0.0 -0.1140
O -2.718 1.539 0.014 2.8 -1.9 7.3 -0.0304
O -2.476 -1.748 0.542 3.7 -2.5 -7.2 -0.0436
O 2.707 3.176 -0.016 4.5 -3.2 7.1 0.0063
O 2.192 1.111 2.611 1.8 0.1 2.1 -0.1237
C 5.213 0.268 -2.105 0.6 2.0 2.1 -0.0386
C 0.513 3.789 -0.659 0.3 0.9 -2.7 0.0071
C 4.076 -0.558 -1.414 -0.7 0.6 -8.5 -0.6188
C -3.056 -1.321 1.579 -2.0 1.4 6.1 -0.6275
C 2.411 -3.519 1.283 0.5 -1.8 0.2 -0.0285
C 2.708 5.103 -0.975 -0.8 1.8 -0.8 -0.0524
C 0.315 0.139 -1.734 1.1 0.7 -0.1 0.0257
C 2.839 -0.065 3.116 -2.3 -0.6 0.1 -0.1512
C 1.240 -2.769 0.743 4.6 -1.6 -5.8 -0.6743
C 0.429 0.322 -0.198 0.9 1.0 -0.6 -0.5685
C -3.442 3.113 -1.281 -0.9 -0.5 -2.6 -0.0249
C 2.052 3.756 -0.920 -3.1 3.8 -1.8 -0.6169
C -2.306 -1.846 2.781 -0.6 1.0 2.0 -0.0224
C -4.214 0.655 -1.595 -0.9 3.0 -1.2 -0.0084
C -2.641 -3.510 -2.115 1.6 1.0 1.0 -0.1875
C -4.489 -1.746 1.490 -0.5 -0.4 2.3 -0.0136
C -2.057 2.129 2.929 1.8 -1.4 -0.8 -0.1841
C -3.097 1.636 -1.183 -2.0 1.8 -7.2 -0.5987
C 0.474 -3.548 -0.285 3.1 -1.2 -1.5 -0.0090
C 4.162 -1.954 -1.962 2.4 0.2 -3.4 -0.0553
H 2.356 3.269 -1.756 -0.4 -1.4 -4.1 0.1008
H -1.564 2.424 3.836 0.2 0.6 0.4 0.0738
H 3.392 -2.593 -1.769 -2.4 -1.5 1.4 0.0128
H -3.376 -2.579 -0.631 0.5 0.7 1.0 -0.0114
H -1.301 -1.450 2.973 -0.4 0.5 -0.3 0.0818
H 1.958 0.914 1.710 -0.6 -0.1 -0.9 -0.0307
H -2.558 3.665 -1.202 1.7 0.9 -0.5 0.0511
H 2.924 -3.034 2.090 0.4 0.8 0.1 0.0708
H -3.874 -0.288 -1.307 -0.1 -1.8 0.3 0.0333
H -5.061 -1.407 2.402 0.5 -0.7 -0.8 0.1048
H 6.170 0.260 -1.542 -0.6 -0.3 0.4 0.0820
H -3.162 -3.777 -2.958 -0.6 -0.9 -2.6 0.0438
H 4.107 -1.924 -3.084 0.5 0.0 0.7 0.0909
H 3.333 0.027 4.088 -0.6 0.6 0.1 0.0694
H -4.027 3.426 -2.164 0.3 -0.1 0.3 0.0944
H 2.202 -4.502 1.694 -0.8 -0.3 0.2 0.0739
H 0.914 0.890 -2.347 -1.0 -0.4 1.2 0.1080
H 2.441 5.653 -0.084 0.0 0.2 0.4 0.0801
H -4.519 -2.843 1.321 -0.3 0.7 0.2 0.1055
H -4.912 -1.209 0.694 -0.8 0.4 -1.4 0.0504
H 0.553 -4.569 0.084 -0.5 -0.4 -0.7 0.0895
H 3.803 5.157 -1.094 -0.5 -0.7 0.1 0.0889
H 3.080 -0.029 -1.648 1.2 -0.9 -0.8 0.1415
H -1.285 1.646 2.292 -0.1 0.0 0.6 0.0775
H -1.571 -1.413 0.544 0.1 0.1 -0.6 0.0699
H -4.339 0.765 -2.690 0.2 -0.5 0.3 0.0832
H -0.030 2.855 -0.782 0.3 -0.3 -0.3 0.0493
H -2.228 1.509 -1.883 -0.6 -0.3 0.0 0.1369
H 0.844 -0.762 -2.005 0.0 -0.7 0.2 0.0634
H -0.689 0.060 -2.093 -0.6 0.0 -0.1 0.0481
H 5.121 -2.481 -1.677 -0.9 0.8 -0.2 0.1113
H 2.269 5.637 -1.803 -0.1 0.6 -0.5 0.0643
H -0.500 -3.240 -0.454 -1.9 0.6 0.3 0.0251
H 1.740 -1.948 0.273 0.5 1.0 -1.0 0.1103
H 0.042 -1.458 1.365 0.7 -0.7 0.3 0.0731
H -1.997 -2.610 -2.361 -0.6 -0.8 0.4 0.1002
H 4.993 1.355 -2.160 -0.2 -0.5 0.1 0.0731
H -3.903 3.418 -0.410 -1.8 0.4 1.8 0.0543
H 5.566 0.012 -3.059 -0.3 -0.9 -1.6 0.0365
H -2.964 -0.261 1.633 -0.5 1.3 0.3 0.1031
H -5.225 0.982 -1.227 1.0 -0.6 0.3 0.1000
H 0.250 4.117 0.303 0.1 0.7 1.5 0.0695
H -2.015 -4.318 -1.747 0.4 -0.2 -0.3 0.0723
H -2.125 -2.880 2.756 -0.1 -1.7 -0.4 0.0691
H 0.991 -3.380 -1.247 -0.1 -0.9 0.0 0.0870
H 1.984 -0.806 3.154 1.3 0.1 0.5 0.0869
H 3.619 -0.486 2.516 0.5 0.0 -1.1 0.0483
H 0.094 4.523 -1.398 0.0 -0.6 0.6 0.0902
H 3.068 -3.800 0.461 0.4 0.5 0.0 0.0810
H -2.926 -1.649 3.663 0.3 0.0 0.2 0.0834
H -2.015 0.870 0.082 0.1 -0.1 0.7 0.0738
H 3.355 -0.112 0.110 0.5 -0.3 1.1 0.0886
H -2.798 2.844 1.350 0.1 0.0 -0.1 0.0277
H -2.726 1.319 3.204 -0.8 0.1 -0.1 0.0659
H 2.362 2.319 0.163 -0.4 -1.2 0.4 0.0363
```
Positions in Å, forces in eV/Å.

---

no.,HOMO energy (eV),molar mass (g/mol),gap between HOMO and LUMO (eV)
1,-9.16,445.7,9.75
2,-6.66,455.6,9.38